The following is a quantum chemistry calculation of a structure of composition C45H42BaBrClN12O14P2S in a non-equilibrium geometry, from OMol25.

Geometry (Å):
Ba 1.84497 -1.06195 0.16288
O -1.38077 -1.81745 1.09799
P -0.78169 -0.53375 1.93062
O -1.82468 0.24302 2.61768
O 0.21679 0.18418 1.04839
O 0.19254 -1.37166 3.06169
P 0.68475 -2.91282 2.72456
O 1.92050 -3.09087 3.74266
O -0.34652 -3.92303 3.03845
O 1.25718 -2.87978 1.29331
H -0.57867 -2.36143 1.19558
H 1.54829 -3.50634 4.53213
Br -0.52832 1.82511 10.86851
C 0.40299 2.55290 9.37298
C -0.18198 2.52471 8.11680
C 0.49404 3.06436 7.03334
C 1.75585 3.66048 7.18733
C 2.31859 3.66485 8.46707
C 1.65420 3.11076 9.55424
N 2.35715 4.45711 6.18665
N 2.43547 4.13166 4.95278
C 2.53009 2.86578 4.42511
C 2.74060 1.64527 5.11502
C 2.90995 0.44670 4.48155
C 2.92774 0.33924 3.05435
O 3.15501 -0.73276 2.45043
C 2.71485 1.59661 2.30970
N 2.74113 1.49621 0.95551
C 2.51855 2.57046 0.23215
C 2.23748 3.81734 0.81272
C 2.22604 3.93579 2.17413
C 2.49640 2.80833 2.97753
H -1.15475 2.07215 7.97863
H 0.04249 3.03498 6.04785
H 3.29531 4.11753 8.59382
H 2.10739 3.12143 10.53689
H 2.79334 1.65754 6.18915
H 3.04248 -0.47388 5.03710
H 2.57195 2.45355 -0.84717
H 2.02223 4.66866 0.17777
H 2.00958 4.87684 2.65890
S 8.88923 -2.81195 -4.52076
N 7.39200 -3.39989 -4.70797
C 6.68157 -2.92254 -3.70757
C 5.26690 -3.18018 -3.46838
C 4.49200 -3.89777 -4.36894
C 3.15921 -4.07125 -4.09915
C 2.64579 -3.53496 -2.92193
N 3.36909 -2.84292 -2.04728
C 4.66853 -2.64778 -2.32503
C 5.45912 -1.79636 -1.38267
N 4.83366 -1.31474 -0.29714
C 5.49701 -0.48450 0.49604
C 6.80768 -0.07514 0.25723
C 7.46512 -0.59496 -0.82716
C 6.79081 -1.48459 -1.65803
C 7.42755 -2.08519 -2.82365
N 8.69076 -1.94368 -3.16918
H 4.95435 -4.29000 -5.26699
H 2.50782 -4.60228 -4.78022
H 1.60296 -3.65722 -2.66307
H 4.95018 -0.13470 1.36388
H 7.27946 0.64061 0.91838
H 8.48949 -0.33147 -1.05951
C -9.62806 -0.73727 -4.30881
C -8.14011 -0.47700 -4.31224
C -7.38224 -0.57393 -3.15217
C -6.01157 -0.33373 -3.15235
C -5.35299 -0.02302 -4.33611
N -3.96156 0.19789 -4.37558
C -2.90122 -0.60856 -3.93900
O -1.77068 -0.29577 -4.24468
N -3.24279 -1.75162 -3.26060
C -2.39214 -2.50638 -2.41643
C -2.93898 -3.52054 -1.64886
C -2.11425 -4.28963 -0.84268
C -0.75691 -4.02193 -0.83057
N -0.22643 -3.03039 -1.55443
C -1.02367 -2.28501 -2.32611
C -6.11050 0.11094 -5.50011
C -7.47902 -0.10806 -5.48243
H -9.93645 -1.22982 -3.38595
H -9.91860 -1.37473 -5.14655
H -10.19504 0.19416 -4.39382
H -7.86975 -0.82526 -2.21487
H -5.45872 -0.34798 -2.22180
H -3.62593 0.82516 -5.08730
H -4.22301 -1.94251 -3.14903
H -4.00861 -3.70535 -1.68184
H -2.52117 -5.06913 -0.20935
H -0.07654 -4.58124 -0.19758
H -0.56153 -1.48201 -2.88454
H -5.61285 0.38329 -6.42557
H -8.04288 -0.00419 -6.40555
O 4.29799 1.01118 -2.03244
Cl 3.38797 0.63928 -3.10394
O 4.02830 -0.33239 -3.97657
O 3.00534 1.81834 -3.85323
O 2.18302 0.03811 -2.50151
C -0.83140 2.31794 -1.24295
N -2.24225 2.46450 -0.85926
C -2.99515 3.29619 -1.79059
C -2.89172 1.27698 -0.49516
O -2.49508 0.17968 -0.85125
N -4.03699 1.42290 0.27145
C -4.19853 2.57023 1.16222
C -4.58903 0.19560 0.83858
H -0.41059 3.32698 -1.25367
H -0.70236 1.85528 -2.22859
H -0.27943 1.73650 -0.50057
H -2.83427 2.96932 -2.82736
H -2.67346 4.33750 -1.70909
H -4.06157 3.24226 -1.57195
H -3.58923 3.40212 0.82612
H -3.87929 2.30198 2.17549
H -5.24778 2.87413 1.18518
H -4.45977 -0.62401 0.13600
H -5.65017 0.35191 1.04866
H -4.05918 -0.07330 1.75369

Total energy ... -7591.38696 a.u.
Relative energy (zero: lowest compared OMol25 entry of this formula, charge and spin) ... 0.0 kcal/mol
Net charge ... -2
Multiplicity ... 1


The following is a quantum chemistry calculation of a structure of composition C45H42NO3P3S5Ti, from OMol25.

Geometry (Å):
Ti 0.93168 -0.19640 -0.33079
O -2.43761 1.52841 3.05437
S -2.19022 1.17103 1.63328
C -3.86367 0.69264 1.04786
C -4.84244 0.64063 2.03522
C -6.09664 0.12875 1.74476
C -6.37923 -0.34430 0.47037
C -5.40265 -0.29250 -0.51029
C -4.13177 0.20895 -0.23484
P -2.84949 0.46461 -1.51434
C -3.90383 1.40558 -2.69278
C -4.18731 2.73204 -2.35471
C -4.96508 3.52406 -3.18268
C -5.46635 3.00916 -4.37237
C -5.18338 1.69826 -4.72258
C -4.40809 0.90053 -3.88787
C -2.64000 -1.10992 -2.39993
C -1.69753 -1.08054 -3.42917
C -1.40471 -2.22999 -4.14746
C -2.03163 -3.42543 -3.82980
C -2.94856 -3.46697 -2.78764
C -3.25358 -2.31579 -2.07588
C -2.05844 2.79778 0.79962
C -3.11001 3.64311 1.14536
C -3.17534 4.94366 0.68229
C -2.15564 5.40347 -0.13862
C -1.10289 4.56584 -0.46116
C -1.00136 3.23960 -0.00484
P 0.52491 2.32376 -0.59029
C 0.42090 3.00571 -2.40286
C 1.48927 3.48452 -3.16252
C 1.34044 3.80095 -4.50933
C 0.11555 3.65326 -5.14360
C -0.96583 3.18881 -4.40591
C -0.79649 2.87697 -3.06562
C 1.91454 3.41121 -0.06007
C 1.73390 4.43574 0.87048
C 2.80229 5.20609 1.30219
C 4.08361 4.95809 0.82756
C 4.27937 3.92306 -0.07238
C 3.20816 3.15851 -0.51501
H -4.58038 0.99509 3.02452
H -6.85442 0.09422 2.51924
H -7.35793 -0.74760 0.23861
H -5.62983 -0.62936 -1.51597
H -3.78085 3.15232 -1.44037
H -5.16302 4.55192 -2.90332
H -6.06488 3.63122 -5.02731
H -5.56161 1.28918 -5.65235
H -4.18484 -0.11997 -4.17542
H -1.15472 -0.16362 -3.64062
H -0.64957 -2.19585 -4.92296
H -1.77841 -4.33210 -4.36606
H -3.40942 -4.40656 -2.50667
H -3.93128 -2.36719 -1.23352
H -3.87979 3.26482 1.80736
H -4.00497 5.58260 0.96107
H -2.16490 6.41642 -0.52432
H -0.31211 4.95478 -1.08873
H 2.46296 3.61491 -2.71367
H 2.19906 4.16017 -5.06692
H 0.00436 3.89799 -6.19414
H -1.94390 3.07110 -4.86257
H -1.65034 2.53410 -2.50567
H 0.75827 4.60511 1.30548
H 2.63344 5.98554 2.03701
H 4.92367 5.54716 1.17813
H 5.27804 3.68176 -0.41836
H 3.37402 2.32172 -1.18178
S -1.06791 -1.73709 0.67564
C -0.31050 -2.86236 -0.38330
C -0.50874 -4.25210 -0.45669
C 0.21122 -4.98282 -1.37411
C 1.11987 -4.34626 -2.21884
C 1.27193 -2.97905 -2.09051
N 0.56874 -2.26936 -1.21233
H -1.21507 -4.71742 0.21779
H 0.06931 -6.05699 -1.43618
H 1.70807 -4.89514 -2.94174
H 1.97193 -2.39502 -2.67745
C 5.98804 -1.55833 3.83542
C 4.56162 -1.08081 3.62643
O 4.52486 0.04263 2.75851
P 4.14883 -0.02812 1.15990
S 0.90485 1.21090 1.53778
S 2.70117 -1.51983 0.96605
O 5.53390 -0.89504 0.70839
C 5.59458 -1.19125 -0.68249
C 6.21949 -0.04801 -1.46489
H 6.01260 -2.39984 4.53499
H 6.60574 -0.75366 4.24126
H 6.41676 -1.87189 2.88433
H 4.11999 -0.75796 4.57389
H 3.93301 -1.87823 3.22440
H 4.59222 -1.40190 -1.07027
H 6.18660 -2.10581 -0.78994
H 5.55035 0.81404 -1.46732
H 6.39138 -0.34065 -2.50462
H 7.17283 0.24666 -1.01924
S 2.19041 0.21046 -2.07233

Total energy ... -5885.11428 a.u.
Relative energy (zero: lowest compared OMol25 entry of this formula, charge and spin) ... 23.8 kcal/mol
Net charge ... -2
Multiplicity ... 1


The following is a quantum chemistry calculation of a structure of composition C45H43AuN3O3SiTe in a non-equilibrium geometry, from OMol25.

Geometry (Å):
Au -0.02275 -0.55339 -1.67327
C 4.11790 -0.85525 4.22028
C 3.01250 -0.66046 3.21899
C 1.73207 -0.28240 3.61281
C 0.66414 -0.14480 2.73455
C -0.64592 0.26574 3.33872
O -0.64911 0.90888 4.36937
C -1.95573 -0.13388 2.73539
C -2.16461 -1.37159 2.13318
C -3.41498 -1.70356 1.63739
C -4.47436 -0.81359 1.75508
C -4.28544 0.40437 2.39527
C -3.03305 0.73603 2.88946
C 0.86789 -0.35822 1.34365
O -0.12584 -0.32508 0.51142
C 2.20096 -0.69241 0.93735
C 3.22158 -0.86637 1.86478
C 2.35828 -0.92356 -0.49747
N 2.01234 -0.01190 -1.39772
C 2.12014 1.43110 -1.11166
C 3.59491 1.81640 -1.03967
Te 3.86043 3.95756 -0.93757
C 3.24353 4.13656 1.08927
C 4.12677 3.77526 2.09880
C 3.76214 3.94483 3.42617
C 2.52242 4.47771 3.74547
C 1.63766 4.82319 2.73496
C 1.99514 4.65869 1.40429
C 2.74506 -2.25129 -0.99069
C 2.76592 -3.36102 -0.13879
C 3.07721 -4.61485 -0.63565
C 3.36312 -4.78111 -1.98346
C 3.36533 -3.68282 -2.83551
C 3.07167 -2.42625 -2.34247
H 3.78011 -0.60934 5.22555
H 4.98340 -0.23185 3.98837
H 4.45654 -1.89308 4.22139
H 1.53351 -0.10114 4.66252
H -1.35734 -2.08813 2.07500
H -3.57097 -2.66975 1.17015
H -5.45328 -1.07802 1.37377
H -5.11735 1.08481 2.52695
H -2.86921 1.67459 3.40391
H 4.20868 -1.14533 1.50753
H 1.57629 1.76100 -0.22095
H 1.68088 1.93183 -1.97498
H 4.09464 1.50525 -1.95754
H 4.09793 1.35039 -0.19457
H 5.10827 3.39110 1.84812
H 4.45783 3.67587 4.21164
H 2.23931 4.61247 4.77869
H 0.66451 5.22961 2.98357
H 1.31253 4.94747 0.61580
H 2.51975 -3.23649 0.90663
H 3.09657 -5.46591 0.03245
H 3.59463 -5.76569 -2.36870
H 3.60555 -3.80773 -3.88340
H 3.10881 -1.55408 -2.98183
C -0.83318 -3.60236 -0.15338
Si -1.79504 -3.23796 -1.73219
C -3.34533 -4.31114 -1.74742
C -0.72688 -3.70695 -3.21737
N -1.96814 -1.46749 -1.80991
C -3.07288 -0.71753 -1.87179
C -4.37173 -1.27416 -2.07782
C -5.50061 -0.50730 -2.12360
C -5.41112 0.88362 -1.97879
C -4.18035 1.48326 -1.78923
C -3.02585 0.72156 -1.73567
O -1.80166 1.26722 -1.63242
C -1.61319 2.61358 -1.31983
C -0.82872 3.35766 -2.18580
C -0.58204 4.69127 -1.90066
C -1.11636 5.26794 -0.75752
C -1.88150 4.50244 0.11192
C -2.13000 3.16639 -0.16031
H -0.15668 -4.44169 -0.32203
H -1.49689 -3.85705 0.67500
H -0.23468 -2.74050 0.14560
H -3.04622 -5.34562 -1.56693
H -3.85893 -4.28870 -2.71047
H -4.05397 -4.03641 -0.96413
H -0.44632 -4.75918 -3.13968
H 0.19540 -3.12309 -3.23317
H -1.24964 -3.56746 -4.16630
H -4.45184 -2.33846 -2.21513
H -6.46324 -0.97393 -2.28178
H -6.29973 1.49743 -2.03167
H -4.11203 2.55759 -1.69895
H -0.44196 2.88792 -3.08176
H 0.02221 5.28104 -2.57647
H -0.93634 6.31240 -0.54079
H -2.28499 4.94229 1.01471
H -2.71265 2.55273 0.51601
N -0.08210 -0.59874 -4.81242
C 0.08309 -0.15866 -3.75680
H -0.20687 -0.97236 -5.73389

Total energy ... -2823.49481 a.u.
Relative energy (zero: lowest compared OMol25 entry of this formula, charge and spin) ... 9.1 kcal/mol
Net charge ... +1
Multiplicity ... 3


The following is a quantum chemistry calculation of a structure of composition C45H43F6N4O9PtS2Si2 in a non-equilibrium geometry, from OMol25.

Geometry (Å):
Pt -0.91089 -0.63968 -0.49343
F 2.07462 -5.54201 -0.09334
C 0.79750 -5.44221 -0.49071
F 0.27520 -6.66633 -0.40286
F 0.81282 -5.10871 -1.78229
S -0.23268 -4.26234 0.56671
O 0.22441 -2.93121 0.30807
O -0.05182 -4.74869 1.89791
N -1.59908 -4.67017 -0.10411
S -2.83619 -3.85157 0.39202
O -3.64760 -4.46514 1.39378
O -2.55117 -2.45401 0.58471
C -3.89855 -3.96149 -1.15564
F -4.19061 -5.23001 -1.45116
F -5.06175 -3.32217 -0.98531
F -3.28959 -3.43702 -2.21441
N -2.36953 0.16777 0.75915
C -2.42812 1.59908 0.79382
C -3.58705 2.24534 1.41113
C -3.66735 2.35672 2.79009
N -3.71459 2.45708 3.94043
C -4.57096 2.83910 0.63629
N -5.40069 3.30828 -0.01742
O -6.34380 -0.56583 -1.97028
C -5.71078 -0.52615 -0.80608
C -6.48705 -0.62192 0.35491
C -5.89623 -0.57862 1.59297
C -4.52744 -0.39576 1.70777
C -3.73729 -0.28291 0.57026
C -4.30243 -0.37982 -0.70675
C -3.50654 -0.43696 -1.98128
O -4.10020 -0.32172 -3.06134
O -2.24588 -0.65811 -1.98492
H -5.64594 -0.48301 -2.68565
H -7.55327 -0.72629 0.23907
H -6.50105 -0.67062 2.47983
H -4.07174 -0.32933 2.68341
H -2.00344 -0.23953 1.63004
C 1.11453 -0.77124 -4.97314
C 2.17548 -1.41660 -4.09709
C 3.57750 -1.06564 -4.56382
C 1.97909 -2.92047 -4.05770
Si 1.91571 -0.68141 -2.25287
O 0.51014 -1.21854 -1.83533
C 2.01651 1.21041 -2.55831
C 0.82118 1.92508 -2.60197
C 0.80966 3.30400 -2.72890
C 2.00383 3.99607 -2.84867
C 3.19894 3.29905 -2.87613
C 3.20103 1.92247 -2.72953
C 3.34965 -1.36722 -1.20133
C 4.44972 -0.64293 -0.76149
C 5.45955 -1.24976 -0.03385
C 5.39500 -2.60158 0.25600
C 4.28563 -3.33169 -0.14174
C 3.27197 -2.71022 -0.84849
H 1.17230 -1.16757 -5.98855
H 1.24424 0.30733 -5.01878
H 0.12503 -0.98239 -4.57791
H 3.76222 -1.48031 -5.55639
H 4.31927 -1.47283 -3.87959
H 3.70508 0.01220 -4.61699
H 2.03094 -3.32545 -5.07122
H 1.00881 -3.17223 -3.64010
H 2.74835 -3.40509 -3.46168
H -0.11094 1.37778 -2.54161
H -0.12829 3.84315 -2.73057
H 2.00267 5.07426 -2.92829
H 4.13718 3.82252 -3.00192
H 4.14464 1.39863 -2.74421
H 4.52275 0.41017 -0.97473
H 6.30431 -0.66056 0.29654
H 6.20479 -3.08492 0.78562
H 4.21451 -4.38257 0.09840
H 2.38810 -3.25765 -1.12397
C 2.93869 2.41461 0.89003
C 2.40984 1.79585 2.17532
C 2.56598 2.77642 3.32996
C 3.15704 0.51283 2.50601
Si 0.54638 1.30108 1.89725
O 0.49918 0.16426 0.80344
C -0.39421 2.82379 1.27429
C -1.36025 2.45765 0.17655
C -1.97992 3.62941 -0.50904
C -1.86221 4.88737 -0.01531
C -1.08968 5.14482 1.12754
C -0.35367 4.11249 1.72032
C -0.12077 0.76347 3.60292
C -0.68442 1.63622 4.53119
C -1.08522 1.18974 5.77739
C -0.91470 -0.13929 6.12687
C -0.35661 -1.02204 5.21723
C 0.03077 -0.57388 3.96772
H 4.00459 2.62016 0.97813
H 2.42480 3.34739 0.66991
H 2.77835 1.74391 0.05306
H 3.62086 2.89616 3.57460
H 2.05024 2.42310 4.21881
H 2.17370 3.75490 3.07160
H 4.22460 0.70429 2.60968
H 3.01353 -0.22840 1.72753
H 2.79130 0.09700 3.44085
H -0.82081 1.82916 -0.55097
H -2.59274 3.42040 -1.37221
H -2.37478 5.70569 -0.50053
H -1.03714 6.14421 1.53180
H 0.28358 4.36850 2.55274
H -0.82382 2.67590 4.27229
H -1.54321 1.87949 6.47068
H -1.22140 -0.48563 7.10316
H -0.22913 -2.06230 5.47755
H 0.45698 -1.26701 3.25656

Total energy ... -4730.65433 a.u.
Net charge ... -1
Multiplicity ... 1